Entry 1:
Formula: C4H9N3
Source: the Open Molecules 2025 dataset
Level of theory: ωB97M-V/def2-TZVPD

Structure (XYZ):
```
16
Properties=species:S:1:pos:R:3
C 0.46 -2.08 -0.47
N 0.19 -1.03 0.49
C 0.96 0.14 0.34
C 0.22 1.22 0.02
N 0.58 2.54 -0.22
N -1.15 0.90 -0.05
C -1.31 -0.48 0.31
H 0.27 -1.77 -1.51
H 1.51 -2.39 -0.38
H -0.16 -2.94 -0.25
H 2.02 0.12 0.48
H 0.23 3.20 0.46
H 1.57 2.69 -0.34
H -1.77 1.56 0.41
H -1.88 -0.61 1.24
H -1.74 -1.06 -0.51
```

Calculated values
**ΔE to the lowest compared entry with this formula, charge and spin**: 38.1 kcal per mole
**Spin multiplicity**: 1
**Charge**: 0

***

Entry 2:
Formula: C16H22N2O3
Source: the Open Molecules 2025 dataset
Level of theory: ωB97M-V/def2-TZVPD

Structure (XYZ):
```
43
Properties=species:S:1:pos:R:3
C 7.60 1.78 -0.01
O 7.25 0.47 0.36
C 5.95 0.07 0.22
C 5.67 -1.24 0.60
C 4.39 -1.74 0.50
C 3.36 -0.94 0.01
N 2.08 -1.51 -0.08
C 0.93 -0.95 -0.53
O 0.80 0.19 -0.94
C -0.25 -1.92 -0.49
N -1.47 -1.21 -0.80
C -2.57 -1.31 -0.01
O -2.66 -2.15 0.86
C -3.64 -0.28 -0.32
C -5.02 -0.79 0.08
C -6.08 0.28 -0.16
C -5.75 1.55 0.61
C -4.37 2.07 0.20
C -3.31 1.01 0.45
C 3.64 0.36 -0.38
C 4.92 0.87 -0.27
H 8.67 1.86 0.18
H 7.06 2.52 0.58
H 7.41 1.96 -1.08
H 6.47 -1.85 0.99
H 4.19 -2.75 0.80
H 2.02 -2.46 0.24
H -0.37 -2.37 0.50
H -0.08 -2.72 -1.23
H -1.33 -0.38 -1.37
H -3.63 -0.06 -1.40
H -4.99 -1.06 1.13
H -5.25 -1.69 -0.49
H -7.06 -0.10 0.15
H -6.14 0.50 -1.23
H -5.75 1.34 1.68
H -6.51 2.31 0.41
H -4.38 2.33 -0.86
H -4.13 2.97 0.77
H -3.27 0.77 1.52
H -2.33 1.38 0.15
H 2.85 0.99 -0.76
H 5.11 1.88 -0.58
```

Calculated values
**ΔE to the lowest compared entry with this formula, charge and spin**: 15.8 kcal per mole
**Spin multiplicity**: 1
**Charge**: 0

***

Entry 3:
Formula: C12H20FNO4
Source: the Open Molecules 2025 dataset
Level of theory: ωB97M-V/def2-TZVPD

Structure (XYZ):
```
38
Properties=species:S:1:pos:R:3
C 1.42 -1.79 3.56
C 1.66 -2.14 2.09
C 0.51 -1.69 1.19
C 0.57 -0.24 0.72
C -0.83 0.17 0.16
C 1.66 0.01 -0.35
C 2.71 1.10 0.06
C 3.86 0.80 -0.90
C 3.56 -0.57 -1.50
O 4.18 -1.09 -2.40
N 2.41 -1.14 -0.84
H 0.78 -2.53 4.03
H 0.96 -0.81 3.68
H 2.37 -1.79 4.10
H 1.75 -3.22 2.02
H 2.62 -1.72 1.80
H -0.40 -1.79 1.79
H 0.39 -2.32 0.32
H 0.76 0.43 1.56
H -0.75 0.61 -0.83
H -1.33 0.85 0.83
H -1.45 -0.71 0.05
H 1.24 0.44 -1.26
H 3.00 1.02 1.11
H 2.22 2.05 -0.13
H 3.95 1.56 -1.68
H 4.81 0.80 -0.38
H 2.83 -1.71 -0.11
O -2.35 3.07 -1.61
C -3.31 2.40 -1.75
O -4.41 2.75 -2.46
C -5.29 1.62 -2.52
C -4.85 0.82 -1.32
F -4.97 -0.51 -1.51
O -3.48 1.16 -1.20
H -5.11 1.07 -3.44
H -6.32 1.94 -2.48
H -5.36 1.09 -0.39
```

Calculated values
**ΔE to the lowest compared entry with this formula, charge and spin**: 4.6 kcal per mole
**Spin multiplicity**: 1
**Charge**: 0

***

Entry 4:
Formula: C3H7N2P
Source: the Open Molecules 2025 dataset
Level of theory: ωB97M-V/def2-TZVPD

Structure (XYZ):
```
13
Properties=species:S:1:pos:R:3
C -1.12 0.97 -0.48
C -1.91 0.70 0.53
C 1.58 -1.27 -0.65
N -0.08 0.21 -0.89
N 0.82 -0.20 -0.08
P 1.37 0.44 1.40
H -1.38 1.74 -1.19
H -1.93 -0.16 1.18
H -2.72 1.50 0.83
H 2.11 -1.82 0.11
H 1.07 -2.09 -1.14
H 2.33 -0.90 -1.35
H 0.84 1.66 1.32
```

Calculated values
**ΔE to the lowest compared entry with this formula, charge and spin**: 40.4 kcal per mole
**Spin multiplicity**: 1
**Charge**: 0

***

Results for maximum force: 2.737; 0.604; 1.280; 4.352 (in eV/A, following the order of the records).